A 9-piece molecular cluster, C9H36N18O9 overall in a non-equilibrium geometry, computed with wB97M-V/def2-TZVPD.

Geometry as ORCA input:
```
! RIJCOSX wB97M-V def2-TZVPD def2/J DEFGRID3
* xyz 0 1
C 0.204 -0.260 -0.291
O -0.135 -1.452 -0.136
N 1.419 0.214 0.085
N -0.661 0.682 -0.760
H 1.634 1.168 -0.157
H 2.122 -0.495 0.302
H -1.663 0.570 -0.823
H -0.401 1.620 -1.034
C 0.295 3.908 2.197
O 1.047 3.889 3.149
N 0.586 4.558 1.006
N -0.900 3.246 2.170
H 0.015 4.313 0.208
H 1.174 5.363 0.935
H -1.267 2.829 3.003
H -1.368 3.126 1.288
C -2.488 -4.385 1.722
O -2.343 -5.407 2.384
N -3.257 -3.317 2.096
N -1.779 -4.188 0.564
H -3.384 -2.566 1.445
H -3.825 -3.357 2.921
H -1.755 -3.339 0.018
H -1.174 -4.956 0.347
C 4.728 -3.337 -1.967
O 5.443 -3.584 -0.998
N 3.591 -2.578 -1.867
N 4.983 -3.881 -3.194
H 3.269 -2.067 -2.667
H 3.329 -2.329 -0.926
H 5.718 -4.556 -3.267
H 4.372 -3.649 -3.953
C 4.039 3.314 -0.368
O 3.207 2.542 -0.825
N 5.342 3.320 -0.803
N 3.721 4.251 0.580
H 5.987 3.882 -0.278
H 5.669 2.663 -1.483
H 4.392 4.964 0.788
H 2.717 4.326 0.677
C -1.172 4.435 -2.164
O -0.795 3.513 -1.448
N -1.724 4.226 -3.417
N -1.102 5.746 -1.802
H -1.760 3.241 -3.628
H -1.378 4.835 -4.141
H -1.465 6.441 -2.427
H -0.609 6.025 -0.975
C -4.515 -2.618 -0.495
O -5.282 -2.100 0.307
N -4.738 -3.858 -1.025
N -3.348 -2.009 -0.868
H -4.066 -4.343 -1.587
H -5.499 -4.351 -0.594
H -2.749 -2.460 -1.535
H -3.264 -1.031 -0.643
C -4.076 0.687 0.828
O -3.654 0.928 -0.296
N -3.430 -0.189 1.679
N -5.193 1.243 1.408
H -4.085 -0.899 1.976
H -2.523 -0.542 1.410
H -4.989 1.624 2.319
H -5.867 1.769 0.881
C 3.185 -2.705 1.612
O 3.459 -1.682 0.977
N 4.138 -3.678 1.718
N 1.966 -2.970 2.145
H 3.908 -4.573 2.108
H 4.923 -3.562 1.094
H 1.870 -3.855 2.603
H 1.229 -2.331 1.891
*
```

Computed properties:
Energy above the lowest of the compared OMol25 structures with the same formula, charge and spin in kcal per mole: 20.1
SMILES: NC(N)=O.NC(N)=O.NC(N)=O.NC(N)=O.NC(N)=O.NC(N)=O.NC(N)=O.NC(N)=O.NC(N)=O